Here is the ion C5H11N2S with charge +1 at a distorted geometry from the OMol25 dataset. Energies are from wB97M-V/def2-TZVPD.

Structure (XYZ):
```
19
Properties=species:S:1:pos:R:3:lowdin_charge:R:1
C -1.2822 -1.2067 -0.0402 -0.027
C 0.8247 -2.4376 -0.3190 -0.238
C 0.8257 0.5318 0.0878 -0.704
C -2.3189 -0.3481 0.3408 -0.034
C 0.3343 1.3853 1.1686 -0.168
N -0.4801 -2.0329 -0.2983 0.049
N 1.2144 1.2875 -1.3495 0.114
S 1.9489 -0.6816 0.3450 0.866
H 0.8654 -3.2224 0.4141 0.089
H 1.2578 -2.4797 -1.3256 0.082
H -3.3686 -0.4902 -0.0901 0.135
H -2.0748 0.7097 0.1175 0.088
H -2.4725 -0.3856 1.4336 0.125
H 0.2517 0.8347 2.0903 0.095
H -0.6103 1.6891 0.9487 0.011
H 0.8371 2.2985 1.4006 0.081
H 0.5056 1.7514 -1.8981 0.126
H 1.9412 0.6756 -1.8896 0.166
H 1.8007 2.1209 -1.1365 0.142
```

Energy above the lowest of the compared OMol25 structures with the same formula, charge and spin ... 4.615 eV
Gap between HOMO and LUMO (spin up / spin down) ... 8.13 / 8.13 eV
Charge ... +1
LUMO level (spin up / spin down) ... -3.509 / -3.509 eV
Max |F| ... 3.7 eV/A
E_HOMO (spin up / spin down) ... -11.6 / -11.6 eV

Here is a cluster of 3 separate species, C5H11N3 in total at a distorted geometry from the OMol25 dataset. Energies are from wB97M-V/def2-TZVPD.

Structure (XYZ):
```
19
Properties=species:S:1:pos:R:3:lowdin_charge:R:1
C -0.0668 -0.6988 -0.1911 -0.064
C 0.1662 -0.2280 -3.0453 -0.260
C 0.0248 -0.1255 3.0024 -0.097
N 0.7804 -0.9724 -1.9666 -0.149
C 0.4646 0.5499 -0.0949 -0.208
C -0.7863 0.1507 1.7745 -0.328
N 1.0372 1.5945 -0.2666 0.229
N -1.9709 0.5599 1.8231 0.088
H 1.7795 -0.7720 -1.9318 0.036
H 1.0035 2.3377 0.4257 0.106
H -2.4171 0.6573 0.9063 0.041
H -1.0755 -0.7970 -0.5720 0.110
H 0.4199 -1.5405 0.2782 0.112
H -0.9264 -0.2807 -2.9480 0.059
H 0.3997 -0.6676 -4.0256 0.059
H 0.4383 0.8400 -3.0997 0.054
H -0.5359 0.1118 3.9108 0.072
H 0.3165 -1.1788 3.0262 0.071
H 0.9486 0.4595 2.9945 0.068
```

Energy above the lowest of the compared OMol25 structures with the same formula, charge and spin ... 6.622 eV
Gap between HOMO and LUMO (spin up / spin down) ... 7.05 / 7.05 eV
Charge ... 0
LUMO level (spin up / spin down) ... 0.499 / 0.500 eV
Max |F| ... 3.9 eV/A
E_HOMO (spin up / spin down) ... -6.6 / -6.6 eV

Here is an isolated molecule of C5H11N3 at a distorted geometry from the OMol25 dataset. Energies are from wB97M-V/def2-TZVPD.

Structure (XYZ):
```
19
Properties=species:S:1:pos:R:3:lowdin_charge:R:1
C 0.7950 0.1198 -1.3179 -0.220
C -1.6353 -1.3317 -0.1173 -0.118
N -1.0486 -0.1550 0.5050 -0.041
C 0.2525 0.5013 0.0717 -0.684
C 0.9160 0.0328 1.2503 0.046
N 0.1906 0.9045 -2.3793 0.014
C 1.5301 -0.4089 2.3070 0.038
N 0.5009 1.8369 0.3966 0.115
H -1.7208 0.5613 0.7616 0.107
H 0.0107 2.1538 1.2306 0.036
H -0.7901 0.6664 -2.4853 0.058
H 0.2305 1.8831 -2.1065 0.059
H 1.8690 0.3125 -1.3067 0.116
H 0.6652 -0.9452 -1.5153 0.105
H -2.0089 -1.1288 -1.1289 0.070
H -0.8850 -2.1196 -0.1817 0.078
H -2.4645 -1.6959 0.4897 0.079
H 2.3439 0.1543 2.7493 0.071
H 1.2489 -1.3417 2.7770 0.069
```

Energy above the lowest of the compared OMol25 structures with the same formula, charge and spin ... 5.326 eV
Gap between HOMO and LUMO (spin up / spin down) ... 8.27 / 8.27 eV
Charge ... 0
LUMO level (spin up / spin down) ... 0.469 / 0.468 eV
Max |F| ... 3.3 eV/A
E_HOMO (spin up / spin down) ... -7.8 / -7.8 eV

Here is an isolated molecule of C5H11N3 at a distorted geometry from the OMol25 dataset. Energies are from wB97M-V/def2-TZVPD.

Structure (XYZ):
```
19
Properties=species:S:1:pos:R:3:lowdin_charge:R:1
H -0.0854 2.4180 -0.2359 0.049
N 0.6934 1.8024 0.0692 0.137
C 0.2521 0.5815 -0.0244 -0.327
C 1.1255 -0.5673 0.4061 -0.152
C 2.5873 -0.3648 0.1501 -0.240
N 3.3220 -1.3337 -0.2926 0.073
H 4.2955 -1.0147 -0.3693 0.041
C -1.1839 0.3313 -0.5275 -0.394
C -1.8098 -0.9750 -0.0614 -0.081
N -2.0003 1.4753 -0.0711 0.008
H 0.8133 -1.4924 -0.0834 0.104
H 0.9915 -0.6836 1.4873 0.131
H 3.0356 0.6096 0.4080 0.109
H -1.1515 0.3513 -1.6224 0.144
H -1.7279 -1.1027 1.0230 0.086
H -2.8696 -1.0273 -0.3354 0.077
H -1.3200 -1.8305 -0.5387 0.073
H -2.9746 1.3236 -0.3332 0.075
H -1.9933 1.4989 0.9514 0.086
```

SMILES string ... [H]/N=C(/C/C=N/[H])[C@@H](C)N
Energy above the lowest of the compared OMol25 structures with the same formula, charge and spin ... 1.074 eV
Gap between HOMO and LUMO ... 10.46 eV
Charge ... 0
LUMO level ... 0.847 eV
Max |F| ... 2.4 eV/A
E_HOMO ... -9.6 eV

Here is a structure of composition C5H11N3 at a distorted geometry from the OMol25 dataset. Energies are from wB97M-V/def2-TZVPD.

Structure (XYZ):
```
19
Properties=species:S:1:pos:R:3:lowdin_charge:R:1
C 0.3017 -2.0655 -0.6248 -0.031
C -0.9377 -1.3178 -0.1903 -0.484
C -1.5140 0.7132 0.9047 -0.067
N -0.6926 -0.3309 0.7780 -0.074
N -2.1256 -1.5353 -0.5882 0.138
H -2.1604 -2.2670 -1.2933 0.048
H 0.9518 -1.4120 -1.2100 0.070
H 0.8674 -2.3882 0.2496 0.084
H 0.0403 -2.9311 -1.2309 0.074
H -1.6517 1.1125 1.9042 0.092
H -2.3167 0.8468 0.1857 0.087
C 0.6812 2.2567 0.1070 -0.092
C 1.4994 1.0976 0.2114 -0.310
N 2.6358 0.7627 -0.1896 0.079
H 2.8808 -0.2115 -0.0019 0.038
H 0.5140 0.1163 0.6480 0.105
H -0.4588 1.8720 0.3557 0.057
H 0.6282 2.6786 -0.8942 0.095
H 0.8569 3.0032 0.8789 0.091
```

Energy above the lowest of the compared OMol25 structures with the same formula, charge and spin ... 4.242 eV
Gap between HOMO and LUMO (spin up / spin down) ... 7.62 / 7.62 eV
Charge ... 0
LUMO level (spin up / spin down) ... -0.188 / -0.189 eV
Max |F| ... 2.6 eV/A
E_HOMO (spin up / spin down) ... -7.8 / -7.8 eV

Here is the ion C5H11N3 with charge +2 at a distorted geometry from the OMol25 dataset. Energies are from wB97M-V/def2-TZVPD.

Structure (XYZ):
```
19
Properties=species:S:1:pos:R:3:lowdin_charge:R:1
C -1.5521 1.4118 0.5086 0.304
C 1.4797 0.1939 0.6901 -0.087
C 1.2088 1.2193 -0.4085 -0.206
C 0.8731 -1.0574 0.0025 -0.037
C -1.6130 -0.8287 -0.3326 -0.011
N -2.1536 0.3304 0.3555 0.092
N -0.0537 0.9743 -0.9218 0.155
N -0.2415 -0.5023 -0.8173 -0.044
H -1.9044 2.3559 0.9073 0.155
H 2.4381 0.1473 1.0035 0.098
H 1.0194 0.3982 1.6540 0.131
H 1.3138 2.2923 -0.0380 0.180
H 1.9771 1.1489 -1.3002 0.211
H 1.5732 -1.5856 -0.5888 0.141
H 0.4846 -1.7272 0.7791 0.150
H -1.6011 -1.8037 0.0594 0.159
H -2.0147 -0.8771 -1.2973 0.151
H -3.1920 0.0055 0.4924 0.267
H -0.2572 -0.7484 -1.7804 0.191
```

Energy above the lowest of the compared OMol25 structures with the same formula, charge and spin ... 7.863 eV
Gap between HOMO and LUMO ... 9.10 eV
Charge ... +2
LUMO level ... -10.697 eV
Max |F| ... 4.2 eV/A
E_HOMO ... -19.8 eV